{
  "formula": "CH3N2O",
  "method": "ωB97M-V with the def2-TZVPD basis set",
  "e_lumo_ev": 5.160,
  "e_homo_ev": -1.619,
  "charge": -1,
  "orbital_gap_ev": 6.7793,
  "relative_energy_kcal_mol": 4.20,
  "smiles": "[H]/N=C\\N[O-]",
  "species": ["H", "N", "C", "N", "O", "H", "H"],
  "coordinates": [[-1.43, -0.53, 0.31], [-1.27, 0.46, 0.04], [0.04, 0.62, -0.02], [1.16, -0.20, -0.14], [2.41, 0.26, 0.10], [0.16, 1.72, -0.25], [1.08, -1.09, 0.20]],
  "mulliken_charge": [0.13, -0.64, -0.07, -0.11, -0.79, 0.31, 0.17]
}

{
  "formula": "C15H31FO7PS3",
  "method": "ωB97M-V with the def2-TZVPD basis set",
  "e_lumo_ev": -4.783,
  "e_homo_ev": -11.625,
  "charge": 1,
  "orbital_gap_ev": 6.8419,
  "species": ["F", "P", "C", "C", "C", "O", "H", "H", "H", "H", "H", "H", "H", "C", "C", "C", "S", "O", "O", "C", "H", "H", "H", "H", "H", "H", "H", "H", "C", "C", "C", "S", "O", "O", "C", "H", "H", "H", "H", "H", "H", "H", "H", "C", "C", "C", "S", "O", "O", "C", "H", "H", "H", "H", "H", "H", "H", "H"],
  "coordinates": [[2.34, 1.27, 0.33], [0.78, 1.91, 0.21], [-0.41, 0.61, -0.06], [-2.02, 0.90, 0.33], [-2.51, 2.54, 0.40], [-2.82, 1.47, -0.76], [0.78, 2.89, -0.84], [0.58, 2.64, 1.43], [-0.49, 0.19, -1.11], [-0.24, -0.27, 0.64], [-2.54, 0.17, 1.10], [-1.51, 2.72, 0.89], [-2.30, 3.25, -0.48], [-1.92, -3.88, -2.91], [-0.69, -4.75, -2.61], [0.54, -3.84, -2.69], [-0.03, -2.20, -2.26], [0.11, -1.35, -3.42], [0.51, -1.83, -0.97], [-1.75, -2.62, -2.07], [-2.85, -4.40, -2.66], [-1.95, -3.63, -3.97], [-0.78, -5.17, -1.60], [-0.61, -5.58, -3.31], [1.31, -4.15, -1.99], [0.94, -3.81, -3.70], [-2.38, -1.80, -2.40], [-1.93, -2.83, -1.01], [4.30, 0.45, -2.33], [5.28, 0.66, -1.18], [6.67, 0.89, -1.78], [6.39, 1.60, -3.41], [6.84, 0.66, -4.40], [6.81, 2.98, -3.40], [4.61, 1.54, -3.34], [3.27, 0.49, -1.99], [4.47, -0.54, -2.78], [4.98, 1.55, -0.60], [5.29, -0.18, -0.49], [7.26, 1.58, -1.19], [7.20, -0.05, -1.91], [4.21, 1.33, -4.33], [4.25, 2.51, -2.99], [-3.47, 1.96, 5.56], [-4.92, 1.94, 5.06], [-4.96, 1.08, 3.80], [-3.63, -0.11, 3.96], [-2.64, 0.16, 2.93], [-4.18, -1.42, 4.17], [-3.00, 0.51, 5.51], [-3.40, 2.37, 6.57], [-2.86, 2.57, 4.90], [-5.56, 1.50, 5.83], [-5.29, 2.95, 4.86], [-5.91, 0.55, 3.70], [-4.78, 1.67, 2.90], [-1.92, 0.41, 5.54], [-3.46, -0.08, 6.31]],
  "mulliken_charge": [-0.19, 0.36, -0.18, 0.69, -1.16, -0.33, 0.22, 0.23, -0.04, 0.42, 0.41, 0.18, 0.42, -0.69, -0.68, -0.69, 1.28, -0.67, -0.67, -0.65, 0.36, 0.32, 0.30, 0.34, 0.37, 0.38, 0.44, 0.36, -0.23, -0.61, -0.68, 1.13, -0.64, -0.66, -0.76, 0.03, 0.29, 0.23, 0.38, 0.37, 0.37, 0.43, 0.34, -0.52, -0.65, -0.57, 1.06, -0.66, -0.70, -0.76, 0.36, 0.27, 0.30, 0.34, 0.37, 0.31, 0.38, 0.37]
}

{
  "formula": "C9H16N2O3",
  "method": "ωB97M-V with the def2-TZVPD basis set",
  "e_lumo_ev": [0.383, 0.382],
  "e_homo_ev": [-7.568, -7.575],
  "orbital_gap_ev": [7.9510, 7.9569],
  "relative_energy_kcal_mol": 196.87,
  "species": ["C", "C", "C", "C", "C", "C", "C", "C", "C", "N", "N", "O", "O", "O", "H", "H", "H", "H", "H", "H", "H", "H", "H", "H", "H", "H", "H", "H", "H", "H"],
  "coordinates": [[2.38, 2.35, -2.74], [2.02, 1.91, -1.52], [0.92, 0.93, -1.58], [0.66, -1.78, 1.75], [0.08, 0.43, 2.34], [-1.91, -1.12, 1.80], [-1.17, -1.30, -1.06], [-0.49, -0.75, 1.41], [-0.35, -0.41, -0.04], [-0.80, 2.04, -1.11], [-1.52, 1.43, -0.38], [0.45, 0.55, -2.64], [-0.59, -2.56, -1.28], [0.80, 0.21, -0.41], [3.16, 2.93, -2.92], [1.91, 2.17, -3.63], [2.39, 1.98, -0.56], [0.09, -2.77, 1.76], [1.05, -1.61, 2.74], [1.46, -1.83, 0.87], [0.42, 0.20, 3.32], [-0.75, 1.20, 2.49], [0.84, 0.99, 1.97], [-2.47, -0.28, 1.59], [-1.80, -1.51, 2.90], [-2.16, -1.88, 1.17], [-2.12, -1.28, -0.60], [-1.38, -0.55, -1.89], [-1.16, 2.71, -1.73], [0.04, -2.39, -2.04]],
  "mulliken_charge": [-0.96, -0.37, 0.90, -1.44, -1.87, -2.07, -1.40, 2.35, 0.18, 0.12, -0.54, -0.68, -0.56, -0.25, 0.38, 0.31, 0.44, 0.34, 0.45, 0.21, 0.52, 0.34, 0.47, 0.49, 0.37, 0.60, 0.71, 0.36, 0.22, 0.39]
}

{
  "formula": "C4H14N2O",
  "method": "ωB97M-V with the def2-TZVPD basis set",
  "e_lumo_ev": 0.689,
  "e_homo_ev": -8.222,
  "orbital_gap_ev": 8.9109,
  "relative_energy_kcal_mol": 63.20,
  "smiles": "CC(C)NCN.O",
  "species": ["C", "C", "C", "N", "C", "N", "H", "H", "H", "H", "H", "H", "H", "H", "H", "H", "H", "H", "O", "H", "H"],
  "coordinates": [[1.23, -1.72, -0.04], [1.19, -0.21, -0.18], [1.17, 0.28, -1.65], [0.09, 0.44, 0.59], [-0.12, 0.65, 1.97], [-1.05, -0.54, 2.57], [2.18, -1.92, -0.58], [0.30, -2.04, -0.55], [1.19, -2.33, 0.84], [2.08, 0.19, 0.30], [1.03, 1.35, -1.61], [0.29, -0.18, -2.19], [2.00, 0.07, -2.29], [-0.76, 0.38, 0.02], [-0.54, 1.64, 2.15], [0.60, 0.35, 2.72], [-2.03, -0.20, 2.40], [-0.94, -1.11, 1.75], [-2.77, 1.31, -2.05], [-1.91, 1.49, -2.50], [-3.22, 2.10, -1.67]],
  "mulliken_charge": [-1.37, 0.46, -1.29, -0.27, -0.51, -0.69, 0.34, 0.32, 0.37, 0.25, 0.34, 0.24, 0.44, 0.25, 0.37, 0.26, 0.24, 0.26, -0.66, 0.33, 0.32]
}

{
  "formula": "C15H23BHgN6Si",
  "method": "ωB97M-V with the def2-TZVPD basis set",
  "e_lumo_ev": [-3.847, -3.849],
  "e_homo_ev": [-7.611, -7.611],
  "orbital_gap_ev": [3.7636, 3.7618],
  "relative_energy_kcal_mol": 25.64,
  "species": ["H", "N", "B", "N", "C", "Hg", "H", "C", "H", "C", "H", "C", "H", "H", "H", "N", "N", "N", "N", "C", "C", "H", "H", "C", "C", "C", "C", "H", "H", "H", "H", "H", "C", "Si", "C", "C", "C", "C", "H", "H", "H", "H", "H", "H", "H", "H", "H"],
  "coordinates": [[1.12, 2.98, 0.40], [0.69, 1.49, -1.03], [0.21, 0.27, -3.20], [0.55, 1.54, -2.40], [0.75, 2.79, -2.86], [2.93, 0.48, 0.79], [0.69, 3.02, -3.92], [1.00, 3.60, -1.75], [1.24, 4.64, -1.75], [0.94, 2.74, -0.64], [0.32, 0.50, -4.36], [-1.00, -1.45, 1.41], [-1.08, -2.39, 2.00], [0.00, -1.54, 0.91], [-1.78, -1.42, 0.64], [-1.27, -0.12, -2.93], [1.19, -0.85, -2.79], [-1.69, -0.17, -1.61], [1.50, -1.09, -1.45], [-2.31, -0.33, -3.78], [1.90, -1.67, -3.60], [-2.15, -0.29, -4.86], [1.80, -1.62, -4.67], [-3.46, -0.53, -3.01], [2.70, -2.48, -2.78], [-3.01, -0.42, -1.66], [2.39, -2.09, -1.46], [-4.45, -0.72, -3.35], [3.40, -3.21, -3.10], [-3.60, -0.52, -0.77], [2.82, -2.49, -0.56], [-1.94, 0.36, 1.94], [-1.43, 0.97, 5.93], [0.01, 0.11, 5.07], [1.57, 0.99, 5.65], [0.08, -1.69, 5.64], [-0.30, 0.03, 3.25], [-1.10, -0.22, 2.27], [-1.33, 0.91, 7.03], [-2.38, 0.50, 5.65], [-1.50, 2.02, 5.64], [1.58, 1.05, 6.75], [2.49, 0.47, 5.33], [1.62, 2.02, 5.27], [-0.79, -2.23, 5.25], [0.98, -2.19, 5.25], [0.08, -1.79, 6.73]],
  "mulliken_charge": [0.41, -0.22, 0.18, 0.17, -0.24, 0.04, 0.43, -1.02, 0.38, -0.16, -0.18, -0.57, 0.39, 0.14, 0.08, 0.23, 0.02, -0.47, -0.06, -0.22, -0.21, 0.42, 0.42, -1.00, -1.03, -0.09, -0.21, 0.38, 0.39, 0.42, 0.39, 0.41, -0.96, 0.13, -0.90, -1.00, 0.04, 0.16, 0.31, 0.32, 0.34, 0.30, 0.32, 0.32, 0.33, 0.34, 0.32]
}

{
  "formula": "C5H14N2",
  "method": "ωB97M-V with the def2-TZVPD basis set",
  "e_lumo_ev": 1.115,
  "e_homo_ev": -8.542,
  "orbital_gap_ev": 9.6572,
  "relative_energy_kcal_mol": 21.65,
  "smiles": "C[C@H](N)CN(C)C",
  "species": ["C", "C", "N", "C", "N", "C", "C", "H", "H", "H", "H", "H", "H", "H", "H", "H", "H", "H", "H", "H", "H"],
  "coordinates": [[-1.52, -0.74, 1.41], [-1.33, -0.43, -0.07], [-2.00, -1.48, -0.86], [0.15, -0.38, -0.49], [0.82, 0.87, -0.16], [1.64, 1.32, -1.27], [1.62, 0.80, 1.04], [-2.52, -0.48, 1.77], [-1.33, -1.81, 1.55], [-0.82, -0.20, 2.02], [-1.75, 0.56, -0.29], [-1.77, -1.43, -1.83], [-3.00, -1.38, -0.75], [0.63, -1.26, -0.02], [0.24, -0.56, -1.56], [0.98, 1.48, -2.12], [2.39, 0.57, -1.55], [2.07, 2.29, -1.01], [1.11, 0.20, 1.81], [2.59, 0.30, 0.90], [1.81, 1.77, 1.48]],
  "mulliken_charge": [-1.42, 0.74, -0.72, -1.11, 0.03, -1.13, -1.05, 0.38, 0.35, 0.28, 0.23, 0.20, 0.26, 0.28, 0.57, 0.35, 0.40, 0.34, 0.32, 0.39, 0.33]
}

{
  "formula": "C20H50O6P2SeSi2V",
  "method": "ωB97M-V with the def2-TZVPD basis set",
  "spin_multiplicity": 2,
  "e_lumo_ev": [-6.246, -6.121],
  "e_homo_ev": [-13.593, -14.251],
  "charge": 2,
  "orbital_gap_ev": [7.3470, 8.1294],
  "relative_energy_kcal_mol": 25.32,
  "species": ["V", "C", "C", "C", "O", "P", "O", "C", "P", "O", "O", "C", "C", "C", "O", "C", "C", "C", "O", "C", "C", "C", "H", "H", "H", "H", "H", "H", "H", "H", "H", "H", "H", "H", "H", "H", "H", "H", "H", "H", "H", "H", "H", "H", "H", "H", "H", "H", "H", "H", "H", "H", "C", "Si", "C", "C", "Se", "H", "H", "H", "H", "H", "H", "H", "H", "H", "C", "Si", "C", "C", "C", "H", "H", "H", "H", "H", "H", "H", "H", "H", "H", "H"],
  "coordinates": [[0.20, 0.77, 0.36], [1.27, -2.58, 2.26], [2.26, -2.38, 1.13], [3.10, -3.62, 0.88], [1.47, -2.10, -0.11], [1.69, -0.80, -0.95], [1.89, 0.41, -0.05], [0.17, -0.68, -1.93], [-1.39, -0.76, -0.94], [-1.49, 0.42, 0.02], [-2.55, -0.83, -1.96], [-3.06, 0.37, -2.68], [-4.40, 0.74, -2.08], [-3.12, 0.01, -4.15], [-1.38, -2.03, -0.07], [-1.82, -3.41, -0.38], [-3.33, -3.50, -0.37], [-1.21, -3.89, -1.69], [2.96, -0.89, -1.82], [3.34, -1.66, -3.01], [2.97, -3.13, -2.88], [2.76, -1.01, -4.25], [1.81, -2.80, 3.18], [0.61, -3.42, 2.03], [0.66, -1.69, 2.42], [2.90, -1.52, 1.33], [2.47, -4.44, 0.54], [3.59, -3.91, 1.81], [3.87, -3.42, 0.14], [0.13, -1.50, -2.65], [0.19, 0.27, -2.49], [-2.35, 1.19, -2.51], [-5.10, -0.09, -2.20], [-4.80, 1.61, -2.59], [-4.30, 0.96, -1.02], [-3.79, -0.83, -4.30], [-2.13, -0.25, -4.53], [-3.48, 0.87, -4.72], [-1.40, -3.98, 0.45], [-3.76, -3.00, -1.24], [-3.73, -3.04, 0.54], [-3.63, -4.55, -0.39], [-1.61, -3.33, -2.53], [-1.46, -4.94, -1.83], [-0.12, -3.81, -1.66], [4.42, -1.56, -3.02], [1.90, -3.26, -2.76], [3.48, -3.59, -2.03], [3.28, -3.65, -3.78], [1.70, -1.25, -4.37], [3.29, -1.38, -5.13], [2.89, 0.07, -4.20], [-0.70, -0.22, 5.32], [0.14, 1.43, 5.07], [1.98, 1.54, 5.35], [-0.90, 2.96, 5.29], [0.19, 1.39, 2.44], [-0.95, -0.39, 6.37], [-0.07, -1.04, 4.99], [-1.63, -0.25, 4.75], [2.22, 1.57, 6.41], [2.37, 2.45, 4.89], [2.49, 0.69, 4.90], [-1.07, 3.16, 6.35], [-1.87, 2.84, 4.81], [-0.40, 3.83, 4.86], [1.73, 4.50, 1.10], [0.15, 4.32, 0.09], [0.15, 5.47, -1.40], [-1.42, 4.52, 1.12], [0.13, 2.57, -0.69], [1.89, 5.54, 1.40], [2.60, 4.19, 0.50], [1.71, 3.88, 1.99], [0.14, 6.51, -1.07], [-0.72, 5.32, -2.04], [1.04, 5.33, -2.02], [-1.54, 5.55, 1.45], [-1.40, 3.88, 2.00], [-2.31, 4.26, 0.54], [1.00, 2.48, -1.36], [-0.79, 2.47, -1.27]],
  "mulliken_charge": [-0.61, -1.08, 0.62, -1.50, 0.51, 0.71, -0.63, -0.84, 0.78, -0.64, -0.02, 1.01, -1.40, -1.34, -0.17, 0.47, -1.39, -0.94, -0.53, 0.39, -0.96, -1.33, 0.57, 0.19, 0.02, 0.39, 0.27, 0.47, 0.36, 0.56, 0.69, -0.15, 0.31, 0.44, 0.36, 0.31, 0.32, 0.43, 0.45, 0.23, 0.34, 0.50, 0.22, 0.60, -0.03, 0.37, 0.17, 0.20, 0.49, 0.24, 0.50, 0.36, -0.94, 0.41, -1.02, -0.99, -0.28, 0.43, 0.24, 0.33, 0.43, 0.33, 0.31, 0.42, 0.33, 0.34, -0.74, -0.06, -1.10, -0.70, 0.49, 0.41, 0.31, 0.05, 0.34, 0.33, 0.34, 0.40, 0.05, 0.31, 0.44, -0.51]
}

{
  "formula": "C5H17NO3",
  "method": "ωB97M-V with the def2-TZVPD basis set",
  "e_lumo_ev": 0.480,
  "e_homo_ev": -8.702,
  "orbital_gap_ev": 9.1816,
  "relative_energy_kcal_mol": 50.06,
  "smiles": "CC[C@@H](C)NCO.O.O",
  "species": ["C", "C", "C", "C", "N", "C", "O", "H", "H", "H", "H", "H", "H", "H", "H", "H", "H", "H", "H", "H", "O", "H", "H", "O", "H", "H"],
  "coordinates": [[-2.74, 1.47, 0.75], [-1.79, 0.43, 0.27], [-0.98, 0.71, -1.10], [0.19, 1.73, -0.70], [-0.46, -0.61, -1.53], [0.94, -0.87, -1.70], [1.46, -1.59, -0.59], [-2.79, 2.28, 0.00], [-3.75, 0.93, 0.95], [-2.40, 1.86, 1.69], [-1.04, 0.28, 1.15], [-2.38, -0.39, -0.06], [-1.65, 1.30, -1.72], [-0.27, 2.74, -0.66], [0.47, 1.57, 0.34], [1.08, 1.72, -1.33], [-1.12, -1.38, -1.58], [1.62, -0.04, -1.93], [0.84, -1.51, -2.63], [1.49, -2.55, -0.74], [2.16, 0.81, 1.80], [1.50, 0.11, 1.60], [2.92, 0.21, 1.78], [0.69, -1.74, 2.07], [0.51, -1.46, 1.19], [0.92, -2.65, 2.22]],
  "mulliken_charge": [-1.21, -0.11, 0.02, -1.14, -0.13, -0.63, -0.48, 0.28, 0.29, 0.31, -0.06, 0.42, 0.36, 0.34, 0.22, 0.34, 0.27, 0.29, 0.40, 0.28, -0.64, 0.29, 0.34, -0.66, 0.31, 0.28]
}

Asked for energy across the records above, the calculation gives -224.580692, -2752.030800, -687.531146, -345.475468, -1381.560733, -308.388559, -5850.324713, -481.101598 a.u. in order.
Asked for F_max across the records above, the calculation gives 4.361, 6.500, 4.929, 3.150, 2.910, 0.998, 6.087, 3.942 eV/Å in order.